The following is a DFT calculation (ωB97M-V with the def2-TZVPD basis set) of a structure of composition C53H71ClGeN3O6Ti.

Last column: Löwdin charge in e.
Atoms and positions in Å:
Ti -0.340 0.378 0.880  0.76
C 5.941 -1.972 -1.900  -0.06
C 5.641 -0.487 -2.182  -0.54
C 5.219 -0.338 -3.657  -0.05
C 6.971 0.269 -2.010  -0.08
C 4.495 0.014 -1.285  -0.16
C 3.334 -0.668 -1.221  0.04
C 2.217 -0.135 -0.461  -0.19
N 0.952 -0.417 -0.416  -0.05
C 0.422 -1.474 -1.172  -0.21
C 0.694 -1.826 -2.491  -0.01
C 0.178 -3.007 -3.016  -0.17
C -0.731 -3.712 -2.201  0.02
C -1.109 -3.311 -0.897  -0.05
C -0.474 -2.173 -0.348  -0.29
O -0.558 -1.651 0.822  -0.25
C -2.146 -4.170 -0.147  -0.51
C -1.500 -5.523 0.209  -0.06
C -3.375 -4.426 -1.046  -0.05
C -2.708 -3.576 1.159  -0.06
C 0.601 -3.561 -4.392  -0.54
C -0.600 -3.661 -5.331  -0.06
C 1.662 -2.699 -5.097  -0.07
C 1.206 -4.966 -4.207  -0.06
C 2.492 0.928 0.485  -0.23
O 1.541 1.038 1.284  -0.16
C 3.761 1.746 0.360  -0.06
C 4.645 1.247 -0.536  0.01
C 4.002 3.021 1.156  -0.53
C 5.334 3.705 0.790  -0.08
C 2.904 4.041 0.887  -0.04
C 4.071 2.701 2.651  -0.03
H 6.788 -2.322 -2.500  0.08
H 6.194 -2.128 -0.847  0.09
H 5.096 -2.621 -2.144  0.07
H 6.016 -0.669 -4.331  0.08
H 4.331 -0.934 -3.888  0.07
H 4.991 0.704 -3.898  0.09
H 7.756 -0.177 -2.628  0.08
H 6.888 1.315 -2.322  0.08
H 7.318 0.241 -0.973  0.09
H 3.161 -1.595 -1.751  0.11
H 1.348 -1.183 -3.064  0.10
H -1.155 -4.632 -2.591  0.10
H -1.176 -6.071 -0.681  0.07
H -0.622 -5.383 0.847  0.09
H -2.205 -6.166 0.747  0.08
H -3.139 -5.027 -1.929  0.07
H -4.154 -4.973 -0.503  0.08
H -3.808 -3.484 -1.391  0.07
H -1.945 -3.496 1.937  0.08
H -3.155 -2.591 0.994  0.09
H -3.494 -4.219 1.571  0.08
H -1.058 -2.695 -5.472  0.04
H -0.298 -4.035 -6.316  0.08
H -1.368 -4.340 -4.950  0.09
H 1.289 -1.691 -5.307  0.08
H 2.570 -2.607 -4.492  0.07
H 1.954 -3.141 -6.054  0.08
H 0.478 -5.683 -3.817  0.07
H 1.570 -5.367 -5.159  0.08
H 2.049 -4.943 -3.511  0.09
H 5.562 1.798 -0.702  0.08
H 5.361 3.992 -0.266  0.09
H 5.477 4.618 1.375  0.08
H 6.191 3.056 0.993  0.08
H 2.817 4.255 -0.183  0.10
H 1.945 3.703 1.236  0.02
H 3.115 4.987 1.399  0.09
H 4.839 1.949 2.857  0.10
H 4.319 3.596 3.233  0.09
H 3.138 2.328 3.032  0.04
N 0.222 -0.086 2.920  -0.12
C 0.503 0.406 4.239  -0.26
C 0.730 1.959 4.109  -0.15
C -0.456 2.801 3.578  -0.20
C -0.329 3.541 2.188  -0.22
N -0.112 2.535 1.189  -0.15
H -0.688 -1.315 2.749  0.28
H 0.883 -1.222 2.326  0.25
H 1.400 -0.062 4.652  0.10
H -0.335 0.211 4.914  0.10
H 1.603 2.149 3.513  0.05
H 0.969 2.323 5.116  0.10
H -0.649 3.591 4.320  0.11
H -1.310 2.186 3.572  0.02
H 0.516 4.230 2.240  0.09
H -1.237 4.124 1.975  0.11
H 0.506 2.737 0.199  0.13
H -1.088 2.544 -0.276  0.11
Ge -0.961 1.296 -1.506  1.00
C -2.203 0.108 -2.395  -0.29
C -1.907 -0.485 -3.618  -0.11
C -2.850 -1.318 -4.229  -0.10
C -4.073 -1.564 -3.621  -0.11
C -4.367 -0.978 -2.400  -0.10
C -3.440 -0.146 -1.789  -0.08
C -1.737 3.083 -1.361  -0.37
C -1.103 4.161 -2.004  -0.09
C -1.635 5.442 -1.919  -0.09
C -2.803 5.666 -1.194  -0.09
C -3.438 4.605 -0.555  -0.05
C -2.908 3.318 -0.636  -0.06
H 0.331 1.400 -2.359  0.02
H -0.958 -0.299 -4.105  0.09
H -2.633 -1.772 -5.174  0.07
H -4.797 -2.211 -4.101  0.10
H -5.321 -1.168 -1.923  0.10
H -3.683 0.305 -0.837  0.08
H -0.195 3.999 -2.572  0.09
H -1.142 6.267 -2.418  0.10
H -3.217 6.664 -1.129  0.10
H -4.346 4.780 0.009  0.11
H -3.408 2.510 -0.133  0.06
C -2.913 1.725 6.275  -0.02
C -3.601 0.621 5.525  -0.19
C -3.480 -0.697 5.976  -0.07
C -4.099 -1.738 5.294  -0.68
Cl -3.950 -3.356 5.886  0.64
C -4.844 -1.490 4.150  -0.10
C -4.956 -0.187 3.683  0.02
C -4.319 0.857 4.350  -0.25
O -4.505 2.116 3.844  -0.04
C -3.337 2.626 3.160  -0.06
C -2.790 1.647 2.063  -0.51
O -3.580 1.498 1.117  -0.04
O -1.618 1.133 2.220  -0.25
H -2.829 1.479 7.337  0.08
H -3.476 2.659 6.210  0.09
H -1.907 1.882 5.879  0.07
H -2.894 -0.911 6.863  0.11
H -5.319 -2.297 3.607  0.10
H -5.503 0.025 2.771  0.13
H -2.602 2.918 3.875  0.06
H -3.649 3.545 2.654  0.13
O -1.888 -0.078 0.486  -0.33

Forces on the atoms, in the same order (eV/Å):
-2.6 0.5 2.6
-0.1 -0.1 0.0
0.2 -0.3 -0.3
-0.1 0.0 -0.1
-0.2 0.2 0.2
0.9 0.7 0.3
-1.8 -0.1 0.2
3.1 1.2 -0.7
-0.1 -1.6 -2.9
0.1 -0.2 -0.5
0.5 -0.1 0.4
-0.1 -0.1 0.2
0.2 0.5 0.6
-0.3 -0.4 -0.4
0.2 -0.5 -0.6
0.6 -3.5 2.5
-0.3 -0.4 0.1
0.1 -0.1 0.0
0.0 -0.1 -0.2
0.2 0.4 0.1
0.1 -0.2 0.1
0.0 -0.5 -0.2
0.0 0.2 0.3
0.1 -0.1 0.1
1.5 0.3 -0.5
3.8 1.9 1.1
-1.8 -1.2 0.2
0.6 -0.3 -0.6
0.5 0.3 0.1
0.1 -0.3 -0.2
-0.1 0.4 -0.1
0.4 0.0 0.2
0.0 0.1 0.0
0.0 0.0 -0.1
0.0 0.1 0.1
0.0 0.0 0.1
0.0 0.1 0.1
0.0 -0.1 0.1
-0.2 -0.1 0.0
0.0 0.0 0.1
0.0 0.0 0.0
0.2 0.0 -0.2
0.1 0.0 -0.1
-0.1 0.0 0.0
0.0 0.1 0.0
-0.1 0.1 0.0
0.0 0.1 0.0
0.1 0.1 0.0
0.1 0.0 0.1
0.1 0.0 0.0
0.0 0.2 -0.2
0.2 0.0 0.0
0.1 -0.2 -0.2
0.0 0.2 -0.1
0.1 0.0 0.1
0.0 0.1 0.1
0.0 0.0 0.1
-0.1 0.0 0.0
-0.1 -0.1 0.1
0.0 0.1 0.0
0.0 0.1 0.0
-0.1 0.1 0.0
0.0 -0.1 0.0
0.0 -0.1 0.0
-0.2 -0.1 0.0
-0.1 0.0 0.0
0.1 0.0 0.1
-0.2 -0.3 0.0
0.1 -0.1 0.0
0.0 0.1 -0.1
0.0 0.0 -0.1
-0.2 -0.2 -0.1
-0.8 -9.5 -3.3
0.3 0.8 -0.1
-0.3 -0.2 0.3
1.3 1.7 0.8
0.3 -1.2 0.5
0.6 0.7 -6.5
2.1 3.9 1.1
-1.1 3.8 2.5
0.0 0.1 0.1
0.0 0.0 0.0
0.1 -0.2 -0.2
0.0 -0.1 0.0
0.2 0.2 0.0
0.4 -0.3 0.2
-0.1 0.3 0.1
-0.1 0.2 0.3
-1.3 0.6 4.1
0.7 0.6 2.3
0.0 -2.4 -1.0
-0.4 0.0 -0.2
-0.6 -0.1 0.0
-0.1 0.3 0.4
0.2 0.0 -0.2
0.1 0.2 0.0
-0.2 0.0 -0.2
-0.2 1.2 -0.2
-0.1 0.5 0.1
0.1 -0.3 -0.1
0.0 -0.2 0.1
0.3 0.0 -0.3
-0.6 1.1 -0.9
-0.1 0.5 -0.2
0.0 0.0 0.0
0.0 -0.1 -0.3
0.0 0.0 0.0
0.0 0.0 0.0
0.1 0.0 0.1
0.0 0.0 0.0
0.0 0.0 0.0
0.0 0.0 0.0
0.0 -0.1 0.0
0.1 0.0 -0.1
-0.2 0.1 0.2
0.2 -0.3 -0.1
-0.2 0.0 -0.2
0.0 0.7 -0.1
0.1 -0.3 0.1
0.0 0.1 -0.1
0.3 -0.2 0.2
-0.5 -0.3 -0.1
0.4 0.2 -0.2
-0.6 0.0 -0.4
0.2 -0.7 0.0
-0.4 -0.3 1.4
-4.6 1.9 2.5
0.1 -0.1 -0.1
0.1 0.0 -0.2
0.0 0.1 0.0
-0.1 0.0 0.0
0.1 0.0 0.1
0.1 0.1 0.1
-0.1 0.1 0.6
-0.2 -0.2 -0.1
-0.7 0.4 -4.5

Values from the calculation:
E_LUMO (spin up / spin down) (eV): 1.48 / 1.56
HOMO (spin up / spin down) (eV): -3.96 / -4.06
Frontier orbital gap (spin up / spin down) (eV): 5.447 / 5.617
Charge: -1
ΔE to the lowest compared entry with this formula, charge and spin (kcal/mol): 395.4
2S+1: 1
Total energy (hartree): -6064.12947